Entry from the Open Molecules 2025 dataset: a structure of composition C3H6I2N (ωB97M-V/def2-TZVPD).

```
! wB97M-V def2-TZVPD RIJCOSX def2/J DEFGRID3
* xyz 1 1
C 0.079 -0.482 -1.202
C 0.191 -0.492 0.301
C -1.130 0.011 -0.216
N 1.012 0.506 0.923
I -2.805 -1.373 0.113
I -1.668 2.083 0.051
H 0.661 0.150 -1.887
H -0.033 -1.382 -1.772
H 0.228 -1.485 0.628
H 0.290 1.475 0.972
H 1.774 0.631 0.285
H 1.403 0.357 1.803
*
```

Computed properties:
HOMO   -13.31 eV
LUMO level   -4.32 eV
Relative energy (zero: lowest compared OMol25 entry of this formula, charge and spin)   0.605 eV
Kohn-Sham gap   8.995 eV

These are the natural (NBO) partial charges, in e, on atoms 1 to 8: C -0.441; C -0.186; C -0.375; N -0.706; I 0.269; I 0.353; H 0.255; H 0.267